[1]
The following is a DFT calculation (ωB97M-V/def2-TZVPD) of a structure of composition C20H30FeP2.

Positions of all 53 atoms, in Å:
Fe (0.3246, 0.7711, -0.8725)
C (2.3174, 0.7997, 3.5307)
C (2.2426, -0.1348, 2.2901)
C (3.6060, -0.7814, 2.0887)
C (1.7653, 0.7176, 1.1344)
C (0.5824, 1.4693, 1.2717)
C (0.3068, 2.5765, 0.4623)
C (1.1303, 2.9116, -0.6039)
C (0.8609, 4.1051, -1.4780)
C (2.1963, 2.0320, -0.8746)
C (2.4946, 0.9453, -0.0416)
H (2.6966, 0.2080, 4.3618)
H (1.3489, 1.1990, 3.8260)
H (3.0126, 1.6196, 3.3498)
H (1.4600, -0.8699, 2.5056)
H (4.3810, -0.0176, 2.0011)
H (3.6756, -1.4379, 1.2228)
H (3.8459, -1.3823, 2.9637)
H (-0.0749, 1.2274, 2.0987)
H (-0.5566, 3.1926, 0.6717)
H (0.2041, 3.8358, -2.3100)
H (1.7810, 4.4890, -1.9139)
H (0.3716, 4.8990, -0.9170)
H (2.8134, 2.2229, -1.7463)
H (3.3663, 0.3350, -0.2498)
C (-2.7722, 1.7940, 0.1583)
P (-1.9407, 0.5759, -0.8738)
C (-2.4788, 0.8413, -2.5766)
C (-2.4242, -1.0540, -0.3353)
C (-3.7270, -1.3751, 0.0332)
C (-4.0302, -2.6919, 0.3552)
C (-3.0498, -3.6762, 0.3010)
C (-1.7504, -3.3607, -0.0750)
C (-1.4349, -2.0427, -0.3880)
P (0.1740, -1.5238, -0.9707)
C (1.4142, -2.4812, -0.1020)
C (0.3534, -1.9564, -2.7172)
H (-3.8496, 1.6749, 0.0108)
H (-2.5192, 2.8097, -0.1397)
H (-2.5492, 1.6312, 1.2120)
H (-3.5562, 0.6498, -2.6022)
H (-1.9942, 0.1437, -3.2590)
H (-2.3027, 1.8650, -2.9104)
H (-4.5085, -0.6267, 0.0756)
H (-5.0380, -2.9518, 0.6507)
H (-3.3007, -4.6975, 0.5550)
H (-1.0073, -4.1472, -0.1124)
H (1.2520, -3.5257, -0.3840)
H (1.3176, -2.3912, 0.9748)
H (2.4162, -2.2079, -0.4275)
H (0.1606, -3.0292, -2.8066)
H (1.3622, -1.7525, -3.0807)
H (-0.3691, -1.4264, -3.3371)

Force components x, y, z for each atom (eV/Å):
0.89 0.17 0.88
-0.01 -0.14 -0.16
-0.14 0.21 -0.01
-0.02 -0.07 -0.11
0.23 -0.18 0.38
-0.48 -0.29 0.06
-0.63 0.17 0.20
0.24 0.39 -0.70
-0.03 -0.12 0.00
0.10 -0.06 -0.37
0.36 -0.05 -0.20
0.01 0.05 0.04
0.00 0.04 0.01
0.00 0.03 0.04
0.05 -0.11 0.01
0.02 0.00 0.01
-0.03 -0.02 -0.03
0.02 0.00 0.00
-0.08 0.08 -0.03
0.02 0.00 0.10
-0.01 0.02 -0.02
0.03 0.02 0.04
0.02 0.01 0.03
0.03 -0.07 0.00
-0.03 0.04 -0.07
-0.25 -0.01 -0.09
-0.14 0.15 0.19
-0.05 0.04 -0.05
-0.01 -0.16 -0.03
0.04 0.01 -0.01
0.02 -0.06 0.01
-0.08 0.03 0.01
0.08 -0.01 0.01
-0.21 0.05 -0.04
-0.17 -0.17 0.05
0.12 -0.14 -0.14
0.03 0.13 -0.09
0.01 -0.01 0.04
-0.02 0.00 -0.04
0.01 0.01 0.00
0.01 0.02 -0.04
-0.04 0.00 -0.01
0.02 0.01 0.04
0.01 0.01 0.00
0.00 0.00 0.00
0.01 -0.01 0.00
0.01 0.01 0.00
0.02 -0.01 0.04
0.00 0.02 0.06
0.01 0.01 0.00
0.01 0.00 -0.01
0.01 0.00 0.03
0.01 -0.05 -0.02

The value obtained for the HOMO energy (alpha / beta) is -0.7011 / -0.7010 hartree. The value obtained for the LUMO energy (alpha / beta) is -12.86 / -11.79 eV. Its charge is +3. Its total energy is -74163.7182 eV. As for the multiplicity: 2. Its gap between HOMO and LUMO (alpha / beta) is 6.22 / 7.28 eV.

[2]
The following is a DFT calculation (ωB97M-V/def2-TZVPD) of the molecule C20H30N2O.

Positions of all 53 atoms, in Å:
C (3.9784, -1.8352, 4.4649)
H (4.2608, -0.8138, 4.2234)
H (4.5337, -2.1513, 5.3453)
H (2.9217, -1.8452, 4.7202)
C (4.2740, -2.7719, 3.2941)
C (3.6495, -4.1450, 3.5338)
H (2.5704, -4.0652, 3.6391)
H (3.8671, -4.8172, 2.7064)
H (4.0473, -4.5853, 4.4455)
C (3.8403, -2.1772, 1.9459)
H (4.1699, -2.8549, 1.1554)
H (4.3568, -1.2248, 1.8095)
C (2.3354, -1.9217, 1.8308)
N (2.0361, -0.9214, 0.8055)
C (2.2778, -1.4873, -0.5150)
C (2.0117, -0.4834, -1.6263)
N (0.6291, -0.0706, -1.5508)
C (0.4165, 0.5688, -0.2698)
H (-0.6171, 0.9195, -0.2255)
C (0.6593, -0.4151, 0.8804)
C (0.3325, 0.2805, 2.2147)
H (0.3489, -0.4443, 3.0293)
H (-0.6874, 0.6643, 2.1471)
C (1.2597, 1.4500, 2.5688)
O (2.6136, 1.0974, 2.6496)
H (2.8041, 0.5421, 1.8736)
H (0.9849, 1.8406, 3.5538)
H (1.1212, 2.2638, 1.8405)
H (-0.0537, -1.2530, 0.7518)
H (1.0883, 1.4384, -0.1579)
C (0.2447, 0.7870, -2.6613)
C (-1.1789, 1.0574, -2.6470)
C (-2.3592, 1.2868, -2.6023)
C (-3.7482, 1.5551, -2.5631)
C (-4.3646, 2.2394, -3.6106)
C (-5.7206, 2.4992, -3.5625)
C (-6.4738, 2.0828, -2.4763)
C (-5.8655, 1.4024, -1.4334)
C (-4.5102, 1.1375, -1.4717)
H (-4.0303, 0.6058, -0.6627)
H (-6.4521, 1.0771, -0.5863)
H (-7.5336, 2.2882, -2.4426)
H (-6.1942, 3.0294, -4.3761)
H (-3.7718, 2.5614, -4.4545)
H (0.4965, 0.2666, -3.5921)
H (0.7914, 1.7518, -2.6480)
H (2.1955, -0.9616, -2.5920)
H (2.7016, 0.3754, -1.5224)
H (3.3202, -1.8038, -0.5669)
H (1.6330, -2.3680, -0.6825)
H (1.9931, -1.5338, 2.7859)
H (1.7990, -2.8624, 1.6240)
H (5.3616, -2.9019, 3.2367)

Force components x, y, z for each atom (eV/Å):
0.17 -0.11 -0.19
0.00 0.16 0.05
0.02 -0.02 0.13
-0.15 0.05 0.06
-0.07 -0.03 -0.05
0.24 0.18 -0.06
-0.16 -0.03 0.03
-0.02 -0.14 -0.08
-0.02 -0.09 0.10
-0.08 -0.15 0.16
0.06 0.04 -0.06
0.04 0.05 -0.08
0.23 -0.01 0.09
-0.12 0.01 -0.04
0.21 0.10 -0.27
0.11 -0.23 0.08
-0.02 0.03 -0.08
-0.13 -0.20 0.21
0.07 0.01 0.07
-0.39 0.26 0.04
0.43 0.01 -0.03
-0.08 0.01 0.02
-0.06 -0.04 0.01
-0.50 0.18 -0.05
0.49 -0.21 0.05
-0.01 0.05 -0.03
-0.06 0.02 -0.13
-0.04 -0.04 0.13
0.09 0.09 -0.03
-0.05 0.00 0.00
0.42 -0.08 -0.03
-0.74 0.20 0.00
1.00 -0.18 -0.10
-0.53 0.10 0.04
0.03 -0.02 0.03
-0.08 0.04 -0.04
-0.06 0.01 0.00
-0.09 -0.01 0.06
0.02 0.02 -0.04
0.03 -0.03 0.03
-0.03 -0.02 0.05
-0.08 0.01 0.00
-0.03 0.03 -0.05
0.04 0.01 -0.03
0.06 0.12 0.07
0.00 -0.16 -0.06
0.02 0.03 0.03
-0.03 -0.05 -0.04
-0.05 -0.05 -0.03
0.07 0.03 0.03
-0.07 -0.05 -0.01
-0.04 0.07 0.04
-0.07 0.01 -0.01

The value obtained for the HOMO energy is -0.3172 hartree. The value obtained for the LUMO energy is 0.83 eV. Its total energy is -26252.9090 eV. The energy above the lowest of the compared OMol25 structures with the same formula, charge and spin comes out at 284.1 kJ/mol. The SMILES is CC(C)CCN1CCN(CC#Cc2ccccc2)C[C@@H]1CCO. As for the multiplicity: 1. Its gap between HOMO and LUMO is 9.46 eV.

[3]
The following is a DFT calculation (ωB97M-V/def2-TZVPD) of a structure of composition C20H30N5O2PRe.

Positions of all 59 atoms, in Å:
Re (-0.0970, 0.0776, 1.0733)
O (0.0611, 0.7127, 3.1244)
C (1.3834, 0.9540, 3.7634)
C (2.1769, -0.3271, 3.7140)
C (2.2623, -0.8689, 2.2780)
C (2.7742, 0.1685, 1.3130)
C (4.1111, 0.4561, 1.1274)
C (4.4685, 1.4767, 0.2567)
C (3.4693, 2.1804, -0.4166)
C (2.1564, 1.8393, -0.2009)
N (1.8076, 0.8514, 0.6613)
H (-0.5197, 0.2873, 3.7742)
H (1.2038, 1.3224, 4.7704)
H (1.8412, 1.7523, 3.1855)
H (1.7629, -1.0850, 4.3811)
H (3.1868, -0.1107, 4.0735)
H (1.2489, -1.2643, 1.9368)
H (2.8872, -1.7632, 2.2550)
H (4.8629, -0.1146, 1.6595)
H (5.5121, 1.7205, 0.0981)
H (3.7128, 2.9865, -1.0961)
H (1.3514, 2.3642, -0.6955)
O (-1.9568, -0.9012, 1.7014)
C (-3.1510, -0.0881, 1.8783)
C (-2.8285, 1.2827, 1.3751)
C (-3.7667, 2.2909, 1.4386)
C (-3.4283, 3.5717, 1.0219)
C (-2.1455, 3.8092, 0.5352)
C (-1.2562, 2.7664, 0.4818)
N (-1.5794, 1.5063, 0.8882)
H (-2.0131, -1.7065, 2.2365)
H (-3.4323, -0.0562, 2.9323)
H (-3.9777, -0.5301, 1.3204)
H (-4.7557, 2.0776, 1.8265)
H (-4.1515, 4.3759, 1.0862)
H (-1.8396, 4.7936, 0.2073)
H (-0.2521, 2.9101, 0.1172)
C (-1.4302, -1.1467, -3.9702)
N (-1.9118, -2.0494, -2.9217)
C (-1.1805, -3.3234, -2.9615)
N (0.2436, -3.0304, -2.7339)
C (0.7677, -2.1571, -3.7862)
N (0.0020, -0.9007, -3.7100)
C (0.2916, -0.0668, -2.6441)
P (-0.3094, -0.9736, -0.9689)
C (-2.0553, -1.4697, -1.6408)
C (0.5929, -2.6902, -1.4304)
H (-1.9858, -0.2108, -3.9681)
H (-1.5410, -1.6247, -4.9413)
H (-1.3010, -3.7789, -3.9423)
H (-1.5546, -4.0090, -2.2035)
H (0.6075, -2.6196, -4.7575)
H (1.8311, -1.9724, -3.6470)
H (-0.2663, 0.8673, -2.6916)
H (1.3611, 0.1174, -2.5365)
H (-2.6577, -0.5609, -1.6796)
H (-2.4900, -2.1740, -0.9306)
H (0.2329, -3.4171, -0.7040)
H (1.6637, -2.5278, -1.3136)

Force components x, y, z for each atom (eV/Å):
-0.45 -0.46 -0.45
0.04 -0.34 -0.23
0.16 -0.02 0.13
-0.04 -0.04 -0.10
0.15 0.26 0.00
0.05 -0.07 -0.12
0.00 -0.06 0.10
-0.02 0.05 -0.06
0.08 0.00 -0.01
0.05 -0.02 0.22
-0.29 0.38 -0.22
-0.11 0.18 0.08
-0.08 -0.06 0.03
-0.09 0.06 -0.04
0.01 -0.01 0.01
0.01 -0.05 0.00
0.08 -0.19 0.05
-0.14 -0.09 -0.07
0.01 0.02 -0.01
0.00 0.01 0.01
0.00 -0.01 0.00
0.07 -0.06 -0.07
0.16 0.27 0.30
-0.10 0.03 -0.08
0.04 0.08 -0.04
-0.03 -0.01 -0.01
-0.01 0.02 0.00
-0.02 0.02 -0.02
-0.19 -0.09 0.01
0.41 0.12 -0.09
0.04 -0.04 -0.06
0.05 -0.03 0.02
0.02 -0.05 -0.02
0.00 0.02 0.01
-0.01 -0.01 -0.01
-0.01 0.00 0.00
-0.04 0.01 0.07
-0.07 0.01 -0.03
0.12 -0.03 -0.05
0.01 0.02 0.03
-0.09 0.05 -0.15
0.01 -0.04 0.04
-0.11 -0.19 0.42
0.27 0.34 -0.93
0.09 0.15 1.25
-0.09 -0.03 -0.19
0.14 -0.17 -0.12
0.01 0.02 0.04
0.02 0.00 -0.01
-0.01 0.00 -0.01
-0.01 0.02 0.03
0.00 0.02 -0.02
0.01 0.03 0.03
-0.12 -0.06 0.14
0.00 -0.11 0.17
0.03 0.03 -0.01
0.07 -0.03 0.03
-0.10 0.06 0.03
0.00 0.08 0.00

The value obtained for the HOMO energy (alpha / beta) is -0.7611 / -0.7430 hartree. The value obtained for the LUMO energy (alpha / beta) is -15.50 / -15.36 eV. Its charge is +4. Its total energy is -44147.6333 eV. The energy above the lowest of the compared OMol25 structures with the same formula, charge and spin comes out at 0.0 kJ/mol. As for the multiplicity: 2. Its gap between HOMO and LUMO (alpha / beta) is 5.21 / 4.86 eV.